# 1
{
  "formula": "CHNO4",
  "method": "ωB97M-V/def2-TZVPD",
  "species": ["O", "N", "C", "O", "O", "O", "H"],
  "coordinates": [[2.625942, -0.875349, -3.292140], [2.202111, -0.008053, -2.593005], [1.061731, 0.367802, -2.106237], [0.313816, 1.266872, -2.236891], [0.954610, -0.347555, -0.533001], [0.402435, 0.497943, 0.361777], [-0.500578, 0.164104, 0.515394]],
  "atomic_forces_ev_per_a": [[-1.05, -0.06, 0.35], [4.09, -0.32, -1.18], [-4.57, 0.35, 5.02], [0.36, -0.04, -1.08], [1.69, -1.31, -3.30], [-0.75, 1.27, 0.59], [0.23, 0.09, -0.40]],
  "lowdin_charge": [0.16, 0.08, -0.35, 0.18, -0.14, -0.04, 0.12],
  "orbital_gap_ev": [7.75, 7.73],
  "spin_multiplicity": 1,
  "charge": 0,
  "lumo_ev": [-2.346, -2.418],
  "smiles": "O=NC(=O)OO"
}

---

# 2
{
  "formula": "CHNO5P",
  "method": "ωB97M-V/def2-TZVPD",
  "species": ["O", "C", "N", "P", "O", "O", "O", "O", "H"],
  "coordinates": [[-1.743184, 2.599491, 0.429301], [-1.306560, 1.542234, 0.240693], [-1.177411, 0.382672, 0.258721], [0.184715, -0.262093, -0.564085], [0.517864, 0.769865, -1.555052], [-0.035143, -1.682279, -0.910443], [1.264109, -0.092874, 0.618009], [1.482817, -1.424403, 1.089582], [0.812792, -1.832614, 0.393273]],
  "atomic_forces_ev_per_a": [[0.32, 1.99, -0.37], [-2.39, 2.64, 1.22], [1.01, -4.47, -0.40], [-0.41, 2.51, -1.53], [0.21, 0.36, -0.87], [-0.01, -0.74, 0.60], [0.67, 0.03, 0.19], [-0.82, -1.27, -0.21], [1.41, -1.04, 1.37]],
  "lowdin_charge": [0.14, -0.46, 0.09, 0.19, -0.31, -0.29, -0.25, -0.14, 0.03],
  "orbital_gap_ev": 9.38,
  "spin_multiplicity": 1,
  "charge": -1,
  "lumo_ev": 3.812,
  "smiles": "O=C=N[P@](=O)([O-])OO"
}

---

# 3
{
  "formula": "CHNO5S",
  "method": "ωB97M-V/def2-TZVPD",
  "species": ["C", "N", "O", "O", "O", "O", "O", "S", "H"],
  "coordinates": [[1.132708, -0.618032, 0.374541], [1.402959, 0.172090, -0.704763], [1.888582, -1.423781, 0.880770], [-0.063101, -0.260652, 1.051343], [1.662393, -0.341908, -1.757252], [-2.448831, 0.594177, 0.273925], [-0.102771, 1.237664, -0.742722], [-0.846177, 1.003274, 0.516618], [-2.625760, -0.362829, 0.107537]],
  "atomic_forces_ev_per_a": [[0.34, -3.05, 2.71], [3.55, 0.08, -1.04], [-1.70, 1.85, -1.20], [0.09, -1.32, 0.42], [-0.17, -0.24, -0.67], [1.63, -1.37, 0.11], [-2.92, 0.73, 0.30], [-1.03, 2.62, -0.48], [0.22, 0.69, -0.13]],
  "lowdin_charge": [-0.49, -0.08, 0.17, -0.20, 0.07, -0.26, -0.35, 1.03, 0.09],
  "orbital_gap_ev": 8.74,
  "spin_multiplicity": 1,
  "charge": 0,
  "lumo_ev": -0.588
}

---

# 4
{
  "formula": "CHNOS",
  "method": "ωB97M-V/def2-TZVPD",
  "species": ["C", "N", "O", "S", "H"],
  "coordinates": [[0.690987, -0.326882, 0.033756], [-1.119901, 1.021890, 0.000019], [-2.045650, 0.323094, 0.155419], [2.095991, 0.366357, 0.110948], [0.378573, -1.384461, -0.300142]],
  "atomic_forces_ev_per_a": [[-1.54, 0.52, -1.10], [-0.28, -3.48, 0.61], [1.75, 1.87, -0.44], [-0.28, -0.38, 0.16], [0.35, 1.47, 0.77]],
  "lowdin_charge": [-0.65, 0.06, -0.05, 0.62, 0.02],
  "orbital_gap_ev": [6.89, 6.85],
  "spin_multiplicity": 1,
  "charge": 0,
  "lumo_ev": [-0.704, -0.733]
}

---

# 5
{
  "formula": "CHNOS2",
  "method": "ωB97M-V/def2-TZVPD",
  "species": ["O", "C", "S", "N", "S", "H"],
  "coordinates": [[0.643284, -1.464388, 0.022919], [1.696669, -0.915051, -0.068536], [3.164148, -0.433397, -0.382062], [-1.837278, 0.486495, 0.250476], [-0.857333, 1.565163, -0.178968], [-2.809490, 0.761176, 0.356173]],
  "atomic_forces_ev_per_a": [[3.31, 2.19, 0.12], [-2.54, -2.44, -0.57], [-0.76, 0.19, 0.45], [-0.38, -1.47, 0.43], [0.58, 1.08, -0.35], [-0.22, 0.46, -0.08]],
  "lowdin_charge": [0.04, -0.86, 0.74, -0.51, 0.62, -0.03],
  "orbital_gap_ev": [7.44, 7.44],
  "spin_multiplicity": 1,
  "charge": 0,
  "lumo_ev": [-1.169, -1.168],
  "smiles": "O=C=S.N=S"
}

---

# 6
{
  "formula": "CHNOS2",
  "method": "ωB97M-V/def2-TZVPD",
  "species": ["C", "N", "O", "S", "S", "H"],
  "coordinates": [[0.326208, 0.366707, 0.810014], [-0.414825, 1.441343, -1.441669], [-0.719131, 1.774618, -2.537782], [1.094366, 0.144504, 2.125153], [0.412124, 2.430279, -0.339196], [-0.240730, 0.138842, -0.009205]],
  "atomic_forces_ev_per_a": [[2.36, 3.36, 1.83], [-0.43, -1.08, -0.13], [0.03, 0.72, -0.46], [-0.44, -0.41, -0.37], [0.17, -1.22, 1.09], [-1.69, -1.37, -1.96]],
  "lowdin_charge": [-0.66, -0.60, -0.10, 0.78, 0.67, -0.08],
  "orbital_gap_ev": 7.42,
  "spin_multiplicity": 1,
  "charge": 0,
  "lumo_ev": -1.319
}

---

# 7
{
  "formula": "CHO2S2",
  "method": "ωB97M-V/def2-TZVPD",
  "species": ["C", "O", "O", "S", "S", "H"],
  "coordinates": [[2.273753, 1.570515, 1.446648], [1.216115, 2.036139, 1.641073], [-0.214482, -0.688889, 0.508690], [3.843841, 1.569084, 1.337241], [1.457475, -1.029444, 0.707437], [-0.254509, -0.195095, -0.316265]],
  "atomic_forces_ev_per_a": [[-1.99, 0.39, 0.20], [0.72, -0.64, -0.24], [-0.34, 0.14, -0.16], [1.12, -0.23, -0.10], [0.54, 0.40, 0.17], [-0.05, -0.06, 0.13]],
  "lowdin_charge": [-1.04, 0.00, -0.72, 0.58, 0.22, -0.04],
  "orbital_gap_ev": 5.87,
  "spin_multiplicity": 1,
  "charge": -1,
  "lumo_ev": 3.321
}

---

# 8
{
  "formula": "CHO3PS2",
  "method": "ωB97M-V/def2-TZVPD",
  "species": ["C", "O", "O", "O", "P", "S", "S", "H"],
  "coordinates": [[0.291825, -0.992930, 0.332928], [0.006616, 0.921969, -1.466210], [0.491163, 1.654799, 0.948306], [-1.821083, 0.694981, 0.298109], [-0.323640, 0.673685, 0.175797], [-0.311532, -2.068064, 2.287790], [0.679038, -1.909817, -0.980138], [0.987613, 1.025376, -1.596582]],
  "atomic_forces_ev_per_a": [[-1.30, -3.66, 1.84], [1.08, 0.51, 0.27], [0.55, -0.19, 0.04], [0.95, -0.38, -0.35], [-1.25, 1.96, -0.58], [1.20, 1.64, -2.80], [0.30, 0.35, 1.15], [-1.53, -0.25, 0.43]],
  "lowdin_charge": [-1.05, -0.33, -0.42, -0.40, 0.06, -0.30, 0.39, 0.04],
  "orbital_gap_ev": 5.52,
  "spin_multiplicity": 1,
  "charge": -2,
  "lumo_ev": 5.696
}

---

Q: Which relative energy (zero: lowest compared OMol25 entry of this formula, charge and spin) values were calculated for the entries above? A: 531.61 51.40 228.45 332.12 42.12 343.81 136.28 204.18, in kJ/mol.